{"formula": "C28H52NO8PtS4SbSi", "method": "wB97M-V/def2-TZVPD", "e_above_lowest_kcal_mol": 0.0, "charge": -2, "spin_multiplicity": 3, "homo_ev": [-0.11, -3.25], "elements": ["Pt", "S", "S", "S", "S", "C", "C", "C", "Sb", "C", "C", "C", "C", "C", "C", "H", "H", "H", "H", "H", "H", "H", "H", "H", "H", "H", "H", "H", "H", "H", "H", "H", "H", "H", "H", "H", "O", "C", "O", "C", "C", "C", "C", "C", "C", "N", "O", "O", "H", "H", "H", "H", "C", "C", "C", "C", "O", "Si", "O", "O", "C", "C", "C", "C", "O", "C", "C", "C", "C", "H", "H", "H", "H", "H", "H", "H", "H", "H", "H", "H", "H", "H", "H", "H", "H", "H", "H", "H", "H", "H", "H", "H", "H", "H", "H", "H"], "coordinates": [[1.059, 0.096, -0.057], [1.803, 0.017, -2.225], [3.069, 1.623, -2.303], [1.912, 3.128, -1.517], [1.193, 2.267, 0.195], [-5.723, 0.214, 0.635], [-4.392, -0.340, 1.127], [-4.503, -1.813, 1.518], [-2.596, -0.147, -0.113], [-3.113, -1.367, -1.852], [-2.184, -0.924, -2.981], [-4.560, -1.463, -2.318], [-2.878, 1.856, -0.942], [-2.938, 2.821, 0.241], [-4.005, 2.115, -1.934], [-6.512, 0.012, 1.371], [-6.034, -0.237, -0.309], [-5.684, 1.295, 0.491], [-4.104, 0.216, 2.025], [-4.738, -2.442, 0.654], [-5.296, -1.961, 2.259], [-3.574, -2.187, 1.954], [-2.787, -2.362, -1.529], [-2.455, 0.065, -3.358], [-2.231, -1.622, -3.825], [-1.144, -0.873, -2.650], [-4.969, -0.487, -2.586], [-5.208, -1.897, -1.556], [-4.629, -2.102, -3.209], [-1.923, 2.015, -1.456], [-3.857, 2.687, 0.819], [-2.916, 3.862, -0.102], [-2.097, 2.678, 0.922], [-4.986, 1.904, -1.506], [-3.903, 1.513, -2.837], [-4.003, 3.169, -2.242], [2.153, -0.159, 2.849], [0.928, -0.064, 2.869], [0.191, 0.132, 1.805], [0.139, -0.179, 4.124], [-1.262, -0.098, 4.130], [-1.986, -0.214, 5.295], [-1.318, -0.417, 6.522], [0.092, -0.505, 6.526], [0.791, -0.386, 5.346], [-2.032, -0.524, 7.702], [-1.402, -0.703, 8.797], [-3.304, -0.438, 7.668], [-1.771, 0.054, 3.185], [-3.065, -0.153, 5.305], [0.589, -0.664, 7.471], [1.873, -0.453, 5.341], [-2.059, -4.859, 1.008], [-0.657, -4.506, 1.489], [-0.689, -3.217, 2.300], [-0.070, -5.641, 2.322], [0.145, -4.384, 0.308], [1.348, -3.297, 0.009], [0.703, -1.856, -0.191], [2.433, -3.441, 1.224], [3.814, -3.093, 1.318], [4.098, -1.791, 0.578], [4.103, -2.927, 2.804], [4.631, -4.241, 0.729], [2.118, -3.855, -1.342], [1.583, -4.284, -2.585], [1.249, -5.770, -2.479], [0.340, -3.482, -2.960], [2.681, -4.052, -3.617], [-2.730, -5.023, 1.854], [-2.031, -5.762, 0.394], [-2.457, -4.040, 0.404], [-1.354, -3.322, 3.160], [-1.026, -2.378, 1.689], [0.304, -2.967, 2.680], [-0.661, -5.802, 3.226], [0.952, -5.388, 2.609], [-0.051, -6.564, 1.737], [3.524, -0.979, 1.026], [3.834, -1.879, -0.480], [5.161, -1.548, 0.648], [3.495, -2.117, 3.206], [5.159, -2.695, 2.964], [3.863, -3.852, 3.334], [4.398, -4.363, -0.329], [4.388, -5.171, 1.249], [5.700, -4.045, 0.842], [0.489, -5.923, -1.712], [2.143, -6.330, -2.195], [0.881, -6.152, -3.435], [-0.437, -3.601, -2.203], [-0.054, -3.820, -3.922], [0.588, -2.424, -3.035], [3.579, -4.605, -3.334], [2.926, -2.989, -3.656], [2.360, -4.380, -4.609]], "forces_ev_per_a": [[0.00, 0.11, 0.06], [-0.06, -0.09, -0.03], [0.03, 0.12, 0.03], [0.05, -0.04, -0.05], [-0.01, -0.07, 0.02], [0.00, 0.00, -0.01], [0.00, 0.01, -0.01], [0.00, -0.01, 0.00], [-0.03, -0.06, 0.04], [0.01, 0.01, 0.00], [0.01, -0.01, -0.01], [-0.01, 0.00, 0.00], [0.03, 0.00, 0.00], [0.00, 0.00, 0.00], [0.00, 0.00, -0.01], [0.00, 0.00, 0.00], [0.00, 0.00, 0.01], [0.00, 0.01, -0.01], [0.01, 0.00, 0.00], [0.00, 0.00, 0.00], [0.00, 0.00, 0.00], [0.00, 0.01, 0.00], [-0.01, -0.01, 0.00], [0.02, -0.03, 0.00], [0.00, -0.01, -0.01], [0.02, 0.01, 0.00], [0.01, 0.00, 0.00], [0.00, 0.00, 0.00], [0.00, 0.00, 0.00], [0.00, 0.01, 0.00], [0.01, 0.00, 0.00], [0.00, 0.00, 0.00], [0.01, 0.00, 0.01], [-0.02, 0.00, 0.02], [-0.02, 0.01, 0.02], [0.00, 0.00, 0.00], [0.03, 0.03, 0.01], [-0.02, -0.09, -0.02], [0.00, 0.00, -0.05], [-0.01, 0.02, -0.01], [0.01, -0.02, -0.02], [-0.01, 0.00, 0.02], [0.00, 0.01, 0.00], [0.00, 0.00, 0.01], [0.01, -0.01, 0.00], [0.01, 0.01, -0.03], [0.02, -0.01, 0.03], [-0.04, 0.00, 0.00], [-0.01, 0.00, 0.00], [0.00, 0.00, 0.00], [0.00, 0.00, 0.00], [0.00, 0.00, 0.00], [-0.01, 0.00, 0.00], [-0.01, 0.01, -0.01], [0.01, 0.04, 0.00], [0.00, -0.01, 0.00], [0.03, -0.03, 0.04], [-0.07, 0.07, -0.02], [0.04, 0.02, 0.00], [-0.04, -0.04, 0.02], [0.01, 0.02, 0.00], [0.01, 0.01, 0.00], [0.00, 0.00, 0.00], [0.00, 0.00, 0.00], [0.04, -0.05, 0.01], [-0.02, 0.02, -0.01], [0.00, 0.00, -0.01], [-0.01, 0.00, 0.00], [0.00, 0.00, 0.00], [0.00, 0.00, 0.00], [0.00, 0.00, 0.00], [0.00, 0.00, -0.01], [-0.01, -0.01, 0.00], [-0.01, 0.01, 0.01], [0.02, 0.00, 0.00], [0.00, 0.00, 0.00], [0.00, 0.00, 0.00], [0.00, 0.00, 0.00], [0.00, 0.00, 0.00], [0.01, 0.00, 0.00], [0.01, 0.00, 0.00], [0.00, 0.01, -0.01], [0.00, 0.00, 0.00], [0.00, 0.00, 0.00], [0.00, 0.00, 0.01], [0.00, 0.00, 0.00], [0.01, 0.00, 0.00], [0.00, 0.00, 0.00], [0.00, 0.00, 0.00], [0.00, -0.01, 0.00], [-0.01, 0.00, 0.00], [0.01, -0.01, 0.00], [-0.01, 0.00, 0.00], [0.00, 0.00, 0.00], [0.00, 0.00, 0.00], [0.00, 0.00, 0.00]]}